No. 1
Formula: C4H8O
Source: the OMol25 dataset
Level of theory: ωB97M-V/def2-TZVPD

Each atom is followed by the atoms it is bonded to, with distances in Å.
Atoms and positions in Å:
1 C 1.136 0.126 1.303  C2 1.541, H6 1.096, H7 1.096, H8 1.094
2 C 0.510 0.886 0.118  C1 1.541, C3 1.529, H9 1.095, H10 1.101
3 C 0.690 0.336 -1.297  C2 1.529, O5 1.308
4 C -1.417 -0.848 -1.021  O5 1.446, H11 1.090, H12 1.090, H13 1.092
5 O -0.358 -0.257 -1.809  C3 1.308, C4 1.446
6 H 1.340 0.841 2.107  C1 1.096
7 H 0.468 -0.639 1.713  C1 1.096
8 H 2.085 -0.351 1.037  C1 1.094
9 H 1.067 1.823 0.018  C2 1.095
10 H -0.528 1.153 0.368  C2 1.101
11 H -0.939 -1.587 -0.379  C4 1.090
12 H -2.069 -1.350 -1.737  C4 1.090
13 H -1.986 -0.134 -0.421  C4 1.092

Summary:
- Largest force on an atom: 0.53 eV/Å
- M: 72.11 g/mol
- Energy relative to the best compared isomer or geometry (same formula, charge and spin): 328.0 kJ/mol

No. 2
Formula: C4H8O
Source: the OMol25 dataset
Level of theory: ωB97M-V/def2-TZVPD

Each atom is followed by the atoms it is bonded to, with distances in Å.
Atoms and positions in Å:
1 C -1.806 0.351 0.325  C2 1.492, H6 1.098, H7 1.093, H8 1.090
2 C -0.657 -0.600 0.335  C1 1.492, O3 1.405, C4 1.460, H9 1.092
3 O 0.005 -1.222 -0.736  C2 1.405, C4 1.479
4 C 0.776 -0.367 0.193  C2 1.460, O3 1.479, C5 1.499, H10 1.099
5 C 1.678 0.463 -0.670  C4 1.499, H11 1.089, H12 1.092, H13 1.099
6 H -1.850 0.715 1.360  C1 1.098
7 H -2.742 -0.177 0.122  C1 1.093
8 H -1.698 1.204 -0.345  C1 1.090
9 H -0.810 -1.378 1.086  C2 1.092
10 H 1.308 -0.779 1.062  C4 1.099
11 H 1.156 0.805 -1.563  C5 1.089
12 H 2.224 1.269 -0.175  C5 1.092
13 H 2.415 -0.285 -0.996  C5 1.099

Summary:
- Largest force on an atom: 1.01 eV/Å
- SMILES: C[C@@H]1O[C@@H]1C
- M: 72.11 g/mol
- Energy relative to the best compared isomer or geometry (same formula, charge and spin): 176.2 kJ/mol

No. 3
Formula: C4H8O
Source: the OMol25 dataset
Level of theory: ωB97M-V/def2-TZVPD

Each atom is followed by the atoms it is bonded to, with distances in Å.
Atoms and positions in Å:
1 O 1.304 -0.647 1.219  C2 1.412, H6 0.965
2 C 1.310 0.405 0.277  O1 1.412, C3 1.517, H7 1.100, H8 1.094
3 C -0.003 0.529 -0.473  C2 1.517, C4 1.497, C5 1.503, H9 1.089
4 C -1.280 0.360 0.289  C3 1.497, C5 1.505, H10 1.087, H11 1.086
5 C -0.843 -0.698 -0.688  C3 1.503, C4 1.505, H12 1.088, H13 1.085
6 H 1.055 -1.449 0.745  O1 0.965
7 H 2.140 0.288 -0.435  C2 1.100
8 H 1.500 1.315 0.855  C2 1.094
9 H 0.011 1.260 -1.280  C3 1.089
10 H -1.175 0.123 1.344  C4 1.087
11 H -2.139 0.975 0.038  C4 1.086
12 H -0.503 -1.643 -0.269  C5 1.088
13 H -1.379 -0.818 -1.624  C5 1.085

Summary:
- Largest force on an atom: 0.33 eV/Å
- SMILES: OCC1CC1
- M: 72.11 g/mol
- Energy relative to the best compared isomer or geometry (same formula, charge and spin): 108.4 kJ/mol

No. 4
Formula: C4H8O
Source: the OMol25 dataset
Level of theory: ωB97M-V/def2-TZVPD

Each atom is followed by the atoms it is bonded to, with distances in Å.
Atoms and positions in Å:
1 C -1.346 0.578 0.565  C2 1.539, H6 1.097, H7 1.097, H8 1.075
2 C -0.823 -0.715 -0.085  C1 1.539, C3 1.566, H9 1.098, H10 1.095
3 C 0.607 -0.500 -0.685  C2 1.566, C4 1.487, O5 1.422, H11 1.096
4 C 1.653 0.377 -0.095  C3 1.487, O5 1.414, H12 1.097, H13 1.092
5 O 1.673 -1.024 0.097  C3 1.422, C4 1.414
6 H -2.302 0.982 0.210  C1 1.097
7 H -1.342 0.595 1.662  C1 1.097
8 H -0.567 1.224 0.203  C1 1.075
9 H -1.523 -1.058 -0.859  C2 1.098
10 H -0.714 -1.524 0.644  C2 1.095
11 H 0.749 -0.684 -1.756  C3 1.096
12 H 2.488 0.766 -0.690  C4 1.097
13 H 1.446 0.986 0.787  C4 1.092

Summary:
- Largest force on an atom: 1.38 eV/Å
- SMILES: CC[C@H]1CO1
- M: 72.11 g/mol
- Energy relative to the best compared isomer or geometry (same formula, charge and spin): 170.2 kJ/mol